{"formula": "C42H44BrNNbO4S3", "method": "ωB97M-V/def2-TZVPD", "total_charge": 3, "lumo_energy_ev": -11.25, "fmax_ev_per_a": 5.10, "de_lowest_kj_mol": 0.0, "homo_energy_ev": -15.53, "species": ["Nb", "C", "C", "S", "C", "C", "S", "C", "C", "S", "H", "H", "H", "H", "H", "H", "H", "H", "H", "H", "H", "H", "C", "C", "C", "O", "C", "C", "O", "C", "O", "C", "C", "C", "C", "C", "C", "C", "C", "C", "C", "C", "C", "C", "O", "C", "C", "C", "C", "C", "C", "C", "C", "C", "C", "C", "C", "H", "H", "H", "H", "H", "H", "H", "H", "H", "H", "H", "H", "H", "H", "H", "H", "H", "H", "H", "H", "H", "H", "H", "H", "H", "H", "H", "H", "Br", "C", "C", "C", "N", "C", "C", "H", "H", "H", "H"], "coordinates": [[-1.26352, -0.69630, -0.88896], [0.83566, -2.64281, -4.39204], [-0.18081, -1.60210, -4.79215], [-1.44213, -1.17155, -3.46680], [-2.82388, -2.41348, -3.73163], [-2.88690, -3.52968, -2.70820], [-1.95284, -3.13152, -1.06004], [-0.47500, -4.34693, -1.13209], [0.63870, -3.86587, -2.00966], [0.29601, -4.27384, -3.77555], [1.62685, -2.23587, -3.67150], [1.31048, -3.03622, -5.31172], [-0.74785, -1.87390, -5.76515], [0.27202, -0.61148, -4.98379], [-2.75164, -2.75260, -4.77174], [-3.67245, -1.70566, -3.65813], [-2.45172, -4.50213, -3.10378], [-3.90749, -3.65131, -2.34905], [-0.91056, -5.31175, -1.46225], [-0.17479, -4.38319, -0.02318], [1.60655, -4.32594, -1.78593], [0.80928, -2.79007, -1.91159], [2.69928, 3.10303, 3.02045], [1.25806, 2.96572, 2.47251], [0.36112, 4.16166, 2.68446], [1.38547, 2.85689, 1.01481], [0.50960, 1.84495, 0.58594], [0.68600, 0.86238, 1.86964], [0.65823, 1.74189, 2.95143], [-0.14651, -0.47414, 2.13511], [-0.80457, -0.99638, 0.96571], [-1.22751, -0.32273, 3.18834], [-2.43080, -1.05417, 2.99960], [-3.45677, -1.03080, 3.93881], [-3.28375, -0.27645, 5.11501], [-2.07383, 0.31666, 5.40307], [-1.01710, 0.21829, 4.46931], [0.86843, -1.56468, 2.65695], [1.87824, -1.19925, 3.51520], [2.86623, -2.11599, 3.87814], [2.82292, -3.39162, 3.38395], [1.74120, -3.78306, 2.63497], [0.68607, -2.89195, 2.30536], [1.05034, 1.33707, -0.79097], [0.40503, 0.13088, -1.32330], [0.98583, 2.40029, -1.87814], [1.54200, 2.05497, -3.10915], [1.32891, 2.90366, -4.23512], [0.63254, 4.11560, -4.09285], [0.29769, 4.51669, -2.80637], [0.34785, 3.67083, -1.69110], [2.56824, 0.91184, -0.67328], [2.86121, -0.40518, -0.31356], [4.17644, -0.81483, -0.43029], [5.16579, -0.02790, -1.02045], [4.89087, 1.32760, -1.21619], [3.62112, 1.83966, -0.94948], [3.15356, 4.09091, 2.71397], [3.26830, 2.24438, 2.61006], [2.72245, 3.08377, 4.09350], [0.69083, 5.11735, 2.27037], [0.09792, 4.23206, 3.72433], [-0.61885, 3.89988, 2.24015], [-0.52760, 2.21991, 0.59192], [1.71881, 0.55213, 1.78388], [-2.57736, -1.58298, 2.09783], [-4.36367, -1.54811, 3.69551], [-4.13342, -0.14029, 5.76218], [-1.93481, 0.73476, 6.40730], [-0.04775, 0.62783, 4.75732], [1.92282, -0.11137, 3.75483], [3.64849, -1.79416, 4.56294], [3.61487, -4.06090, 3.69982], [1.66024, -4.80114, 2.28106], [-0.21309, -3.33175, 1.79889], [2.18887, 1.21278, -3.30995], [1.68131, 2.55672, -5.21258], [0.35281, 4.78008, -4.89814], [-0.08848, 5.51672, -2.64313], [0.08141, 4.13325, -0.75668], [2.03464, -1.05275, -0.06756], [4.35425, -1.87875, -0.15484], [6.09741, -0.47647, -1.13349], [5.65477, 2.05575, -1.53833], [3.40017, 2.92317, -1.11367], [-7.40109, 1.78015, -0.56487], [-5.54940, 1.37191, -0.66829], [-4.86124, 0.99821, 0.49494], [-3.55957, 0.65069, 0.36708], [-2.87937, 0.69481, -0.88195], [-3.53406, 1.23591, -1.93116], [-4.83423, 1.63946, -1.83492], [-5.40692, 0.66899, 1.42691], [-3.02795, 0.30488, 1.24558], [-3.01727, 1.28315, -2.87241], [-5.37563, 2.09181, -2.70203]]}